Record 1
ORCA calculation (ωB97M-V with the def2-TZVPD basis set) on a gas-phase ion, C3H8NS3 (charge +1) in a non-equilibrium geometry.

XYZ file:
```
15
Properties=species:S:1:pos:R:3
S 0.69 1.52 -1.13
S -0.74 0.83 1.56
S -1.24 -2.08 0.39
N -0.46 -0.47 0.21
C 0.98 -0.81 0.07
C -0.76 0.34 -1.02
C 1.77 0.13 -0.88
H -1.58 0.12 2.33
H 1.15 -1.87 -0.22
H 2.07 -0.31 -1.85
H -0.13 -2.64 0.91
H -0.76 -0.24 -1.97
H 2.80 0.49 -0.49
H -1.55 1.05 -0.75
H 1.43 -0.74 1.08
```

The energy above the lowest of the compared OMol25 structures with the same formula, charge and spin is 2.7804 eV. The value obtained for the lowest unoccupied orbital energy is -0.1829 Ha. The multiplicity is 1. The highest occupied orbital energy comes out at -13.4 eV. The total charge is +1.

Here is what natural (NBO) gives for the atomic charges, in e:
1. S 0.3055
2. S 0.2656
3. S 0.3141
4. N -0.4855
5. C -0.2853
6. C -0.3804
7. C -0.5993
8. H 0.1463
9. H 0.2494
10. H 0.2485
11. H 0.1412
12. H 0.2675
13. H 0.2841
14. H 0.2710
15. H 0.2574

=====

Record 2
ORCA calculation (ωB97M-V with the def2-TZVPD basis set) on C5H7N3 in the gas phase in a non-equilibrium geometry.

XYZ file:
```
15
Properties=species:S:1:pos:R:3
N 1.23 -0.53 -0.82
N -1.40 -0.84 0.89
N -1.51 1.25 -0.11
C -0.81 0.18 0.17
C 1.49 1.33 0.77
C 0.73 0.24 0.09
C 0.20 -1.28 -1.45
C -0.31 -2.16 -2.11
H 1.41 2.25 0.19
H -0.90 2.06 -0.27
H -0.79 -2.92 -2.67
H -2.17 -0.54 1.47
H 2.55 1.05 0.85
H 1.07 1.50 1.77
H -0.81 -1.58 1.25
```

The energy above the lowest of the compared OMol25 structures with the same formula, charge and spin is 3.8974 eV. The value obtained for the lowest unoccupied orbital energy is 0.0199 Ha. The multiplicity is 1. The highest occupied orbital energy comes out at -9.3 eV. The total charge is 0.

Here is what natural (NBO) gives for the atomic charges, in e:
1. N -0.4200
2. N -0.8135
3. N -0.6912
4. C 0.3817
5. C -0.6744
6. C 0.2746
7. C 0.0849
8. C -0.2423
9. H 0.2432
10. H 0.3374
11. H 0.2406
12. H 0.4071
13. H 0.2464
14. H 0.2323
15. H 0.3933

=====

Record 3
ORCA calculation (ωB97M-V with the def2-TZVPD basis set) on a gas-phase ion, C2H2F3N2 (charge +1) in a non-equilibrium geometry.

XYZ file:
```
9
Properties=species:S:1:pos:R:3
F 1.40 -1.37 1.35
F 0.95 0.79 1.65
F -0.62 -0.66 1.37
N -1.23 1.21 -1.45
N -0.43 0.54 -0.98
C 0.63 -0.26 -0.50
C 0.65 -0.38 1.05
H 0.88 -1.05 -1.15
H -2.23 1.18 -1.35
```

The energy above the lowest of the compared OMol25 structures with the same formula, charge and spin is 1.7041 eV. The value obtained for the lowest unoccupied orbital energy (alpha / beta) is -0.2671 / -0.2670 Ha. The multiplicity is 1. The highest occupied orbital energy (alpha / beta) comes out at -16.7 / -16.7 eV. The total charge is +1.

Here is what natural (NBO) gives for the atomic charges, in e:
1. F -0.2436
2. F -0.2815
3. F -0.3015
4. N -0.0418
5. N 0.1946
6. C -0.0268
7. C 0.9655
8. H 0.2840
9. H 0.4511

=====

Record 4
ORCA calculation (ωB97M-V with the def2-TZVPD basis set) on a molecular structure, C21H59AlF4N6O15S4 in a non-equilibrium geometry.

XYZ file:
```
110
Properties=species:S:1:pos:R:3
S -6.31 -3.34 0.83
S -6.06 -3.28 3.15
S -0.51 -1.22 -0.44
S -2.53 -1.34 -1.59
Al -2.27 -4.16 1.55
F -5.64 -4.27 -0.26
F 0.30 -2.21 0.62
F -4.86 -3.03 4.17
F -3.69 -2.47 -1.49
O 3.58 -0.78 -4.70
O 0.59 0.50 4.48
O 4.27 0.13 0.38
O -2.13 -1.64 -2.98
O -0.50 0.02 0.31
O -6.27 -2.04 0.24
O -3.18 -0.13 -1.19
O -6.54 -1.94 3.20
O 0.06 -5.05 -0.44
O -6.84 -4.37 3.85
O -7.67 -3.95 1.01
O 0.39 -1.44 -1.55
O -3.21 3.73 -2.22
O 0.23 3.85 -2.97
O -2.06 -1.68 3.61
N -5.09 -3.69 2.01
N -0.42 1.52 6.94
N 3.56 4.32 -1.02
N -2.53 -5.03 -1.61
N 5.78 2.46 -0.56
N -1.67 -2.13 -0.39
C -4.50 3.80 -2.81
C 1.63 2.69 -0.57
C 2.48 -0.77 -3.82
C 2.30 0.59 -3.19
C 6.59 2.89 1.64
C -5.06 2.41 -2.83
C -1.79 -5.62 -3.78
C 2.38 3.60 -1.52
C 0.38 1.86 4.61
C -1.47 -5.72 -2.30
C 1.02 -0.06 3.30
C 1.42 -5.10 -0.28
C 1.41 4.49 -2.39
C -2.55 -0.45 3.12
C 4.85 1.04 1.32
C -1.15 3.64 6.00
C 3.29 -0.80 0.81
C 6.08 1.77 0.68
C -0.76 2.14 5.70
C -0.19 -5.01 -1.89
C 0.18 3.59 -4.35
H 2.76 0.65 -2.20
H 1.96 5.11 -3.10
H 1.09 3.08 -4.67
H -3.20 -0.63 2.26
H 3.98 1.60 1.66
H -5.20 4.43 -2.27
H -5.13 2.04 -1.81
H 2.28 2.10 0.07
H -0.57 2.84 -4.59
H 5.35 1.62 -0.92
H -2.84 3.00 -2.73
H 1.72 -4.79 0.72
H 3.66 -1.63 -5.14
H -3.25 0.07 3.78
H 0.58 -5.55 -2.44
H 0.90 3.22 0.04
H 0.56 1.63 7.14
H -2.19 3.77 6.31
H 5.82 3.65 1.75
H -4.43 4.15 -3.84
H 2.56 -1.56 -3.07
H 2.84 2.94 -2.26
H 7.50 3.32 1.24
H 2.28 -0.39 0.83
H 3.07 -1.63 0.14
H 6.82 0.99 0.52
H -4.54 1.70 -3.48
H -1.88 0.33 2.77
H 3.46 -1.25 1.79
H -2.47 -4.07 -1.92
H -1.09 4.30 5.14
H -2.60 -4.99 -4.13
H 2.78 1.23 -3.93
H -0.86 1.95 7.74
H -2.16 -6.61 -4.04
H -0.15 4.49 -4.87
H 1.85 -6.08 -0.48
H 0.05 2.37 3.70
H -1.59 1.56 5.29
H -0.95 -5.43 -4.45
H 4.19 3.56 -0.79
H 2.10 0.06 3.16
H 6.80 2.42 2.60
H 1.88 -4.32 -0.88
H 1.22 2.49 4.89
H 0.93 5.13 -1.65
H 1.60 -1.04 -4.40
H -0.14 -4.01 -2.32
H -3.38 -5.48 -1.91
H -0.56 4.05 6.82
H 0.89 2.04 -1.03
H 0.51 0.36 2.44
H -6.10 2.34 -3.14
H 3.41 4.77 -0.13
H 0.92 -1.14 3.22
H 6.66 2.39 -1.05
H -1.45 -6.76 -1.96
H 5.18 0.39 2.13
H 1.27 0.84 -2.96
```

The value obtained for the lowest unoccupied orbital energy is -0.2614 Ha. The multiplicity is 1. The highest occupied orbital energy comes out at -8.7 eV. The total charge is 0.

These are the Löwdin partial charges, in e, on atoms 1 to 99:
1. S 0.5556
2. S 0.4248
3. S 0.4000
4. S 0.5741
5. Al 1.1554
6. F -0.2043
7. F -0.2771
8. F -0.2368
9. F -0.2300
10. O -0.0743
11. O -0.1542
12. O -0.2117
13. O -0.2620
14. O -0.2672
15. O -0.2582
16. O -0.2196
17. O -0.2650
18. O -0.2483
19. O -0.2943
20. O -0.2732
21. O -0.2518
22. O -0.0716
23. O -0.2098
24. O 0.0292
25. N -0.3433
26. N 0.0616
27. N 0.0467
28. N 0.0731
29. N 0.0410
30. N -0.3191
31. C -0.3264
32. C -0.0615
33. C -0.3408
34. C -0.0808
35. C -0.0551
36. C -0.1105
37. C -0.0352
38. C -0.4177
39. C -0.1939
40. C -0.4126
41. C -0.1176
42. C -0.1577
43. C -0.1372
44. C -0.0741
45. C -0.1636
46. C -0.0392
47. C -0.1104
48. C -0.4148
49. C -0.3783
50. C -0.1631
51. C -0.1263
52. H 0.0621
53. H 0.1185
54. H 0.0784
55. H 0.1543
56. H 0.1174
57. H 0.1138
58. H 0.0758
59. H 0.0575
60. H 0.0761
61. H 0.0698
62. H 0.0633
63. H 0.0915
64. H 0.0798
65. H 0.1289
66. H 0.1264
67. H 0.0780
68. H 0.0875
69. H 0.0724
70. H 0.0761
71. H 0.1056
72. H 0.0921
73. H 0.1007
74. H 0.0749
75. H 0.0527
76. H 0.0816
77. H 0.1369
78. H 0.0760
79. H 0.0876
80. H 0.0866
81. H 0.0355
82. H 0.0702
83. H 0.0898
84. H 0.0825
85. H 0.0813
86. H 0.0799
87. H 0.0873
88. H 0.0987
89. H 0.1230
90. H 0.1124
91. H 0.0860
92. H -0.0018
93. H 0.0741
94. H 0.0695
95. H 0.0916
96. H 0.1238
97. H 0.1138
98. H 0.1087
99. H 0.1273